1.
17
Properties=species:S:1:pos:R:3:mulliken_charge:R:1 method="wB97M-V/def2-TZVPD" fmax_ev_per_a=3.4 relative_energy_kcal_mol=27.9 energy_ev=-8310.5808 lumo_energy_ev=-3.3 total_charge=+1
C -0.94745 2.31474 0.43570 -1.029
C -1.00558 1.20295 -0.59872 -0.404
N -1.05031 -0.15299 -0.08165 -0.082
C -0.18227 -1.09799 -0.31699 0.104
N 0.10817 -2.12914 0.44503 -0.297
H -1.85598 2.17557 1.00125 0.366
H -0.85694 3.31249 -0.05907 0.325
H -0.10108 2.24873 1.23899 0.255
H -0.15791 1.22599 -1.23112 0.384
H -1.88998 1.28375 -1.30180 0.286
H -1.61821 -0.21660 0.68074 0.183
H 0.50302 -0.92264 -1.20556 0.363
H -0.32279 -2.28224 1.34979 0.240
H 0.66795 -2.82492 -0.04333 0.278
H 3.37543 0.05431 -0.07611 0.305
H 2.09905 -0.10974 0.75738 0.314
O 2.44552 -0.31100 -0.09685 -0.592

2.
13
Properties=species:S:1:pos:R:3:mulliken_charge:R:1 method="wB97M-V/def2-TZVPD" fmax_ev_per_a=5.0 relative_energy_kcal_mol=82.9 energy_ev=-7691.0848 lumo_energy_ev=0.9 total_charge=0
C -0.47646 0.15886 1.72273 -0.385
C -1.06849 0.46960 0.44376 -0.311
C 0.81322 -0.15146 -1.81363 -0.799
N 0.81644 -0.71807 1.56218 -0.549
N 1.08461 -0.87002 0.39651 -0.169
N 0.34240 -0.45205 -0.49013 0.350
H -0.22277 1.04449 2.37619 0.290
H -1.09341 -0.60418 2.24601 0.217
H -1.99326 -0.18810 0.04656 0.235
H -0.92604 1.45881 -0.01521 0.252
H 1.82680 -0.47338 -1.91344 0.370
H 0.15395 -0.61763 -2.53129 0.253
H 0.74303 0.94313 -2.03022 0.246

3.
7
Properties=species:S:1:pos:R:3:mulliken_charge:R:1 method="wB97M-V/def2-TZVPD" fmax_ev_per_a=3.1 relative_energy_kcal_mol=70.5 energy_ev=-23755.7955 lumo_energy_ev="-2.1 / -1.5" total_charge=0
C -0.39864 -0.77521 -0.01687 0.380
C -0.00018 0.58176 -0.20127 -0.812
F -0.41761 -1.46139 -1.17426 -0.201
S -0.77274 -1.53348 1.37061 -0.209
I -0.32019 1.94488 1.32972 0.199
H 1.92405 0.25427 -0.10683 0.173
H -0.01469 0.98918 -1.20110 0.471

4.
15
Properties=species:S:1:pos:R:3:mulliken_charge:R:1 method="wB97M-V/def2-TZVPD" fmax_ev_per_a=4.3 relative_energy_kcal_mol=135.6 energy_ev=-10311.0705 lumo_energy_ev=1.0 total_charge=0
O -2.11634 0.76075 -0.60576 -0.362
N -2.37242 -0.23179 0.28195 0.270
N -3.50354 -0.68508 0.34245 -0.434
O -4.47586 -0.42765 -0.60038 -0.304
H -1.15894 0.95717 -0.44156 0.419
H -5.26348 -0.73855 -0.24124 0.390
C 0.42313 -0.51229 0.63206 -1.186
C 1.34004 0.39768 0.68980 0.320
C 1.84808 0.99662 -0.54816 -1.005
H 0.02524 -0.72882 -0.33476 0.393
H -0.06595 -1.12100 1.37117 0.251
H 1.79438 0.72938 1.59877 0.375
H 2.17630 0.24468 -1.19189 0.318
H 0.99536 1.39500 -1.13121 0.257
H 2.60238 1.79637 -0.46288 0.298

5.
7
Properties=species:S:1:pos:R:3:mulliken_charge:R:1 method="wB97M-V/def2-TZVPD" fmax_ev_per_a=1.1 relative_energy_kcal_mol=43.2 energy_ev=-26652.9790 lumo_energy_ev="-2.4 / -2.4" total_charge=0
Si -0.60554 -0.74195 0.56180 0.283
Si 0.65610 0.65070 -0.88032 0.378
S -0.89007 0.34458 2.25062 -0.401
H -1.80125 -1.08646 -0.22050 -0.092
H 0.24559 -1.94115 0.62723 -0.096
H 2.01628 1.03948 -0.49527 -0.027
H 0.37889 1.73480 -1.84355 -0.045

6.
60
Properties=species:S:1:pos:R:3:mulliken_charge:R:1 method="wB97M-V/def2-TZVPD" fmax_ev_per_a=2.0 relative_energy_kcal_mol=6.9 energy_ev=-46657.2355 lumo_energy_ev=-16.3 total_charge=+4
W 0.48720 0.73037 0.50069 0.055
N -0.63670 2.63566 0.11699 -0.626
C -0.30074 3.72005 1.09357 -0.572
C 1.14414 3.53247 1.49476 0.294
O 1.84267 4.28704 2.06699 -0.373
N 1.63085 2.17448 1.15481 0.508
C 3.09107 2.11346 1.24830 -0.380
C 3.60933 0.73955 0.96260 0.172
O 4.50039 0.05933 0.98860 -0.064
O 2.04144 -0.03984 0.37069 -0.378
H -0.34339 2.96705 -0.80825 0.326
H -1.65200 2.53710 0.04226 0.315
H -0.93889 3.65551 1.97718 0.346
H -0.44069 4.70837 0.65268 0.488
H 3.43592 2.38674 2.25403 0.601
H 3.59192 2.79951 0.55111 0.530
C 0.44979 0.80800 4.15814 -1.216
P 0.11124 -0.38094 2.84505 0.829
C -1.55318 -1.03627 3.07825 -1.244
C 1.29287 -1.74047 2.93706 -1.150
H 0.42513 0.25081 5.10258 0.499
H -0.31989 1.57984 4.21267 0.428
H 1.43843 1.25527 4.05834 0.353
H -1.55457 -1.50172 4.07176 0.544
H -1.78581 -1.81029 2.34662 0.283
H -2.31153 -0.25276 3.07854 0.454
H 1.04438 -2.31914 3.83392 0.553
H 2.31162 -1.36652 3.04674 0.384
H 1.22692 -2.39901 2.07123 0.258
C -1.01506 -3.21540 -0.32716 -1.199
C -0.28720 -2.56615 -1.50064 0.675
C 1.15206 -3.06320 -1.65560 -1.482
P -0.33793 -0.72090 -1.49294 0.100
C 0.66967 -0.06445 -2.88265 0.432
C 0.09541 -0.35277 -4.27197 -1.491
C 0.90139 1.42725 -2.64964 -1.219
C -2.05001 -0.03406 -1.51852 0.616
C -3.04819 -0.81982 -2.38031 -1.391
C -2.56226 0.07753 -0.06710 -1.102
H -1.12435 -4.28028 -0.53652 0.544
H -2.01981 -2.82546 -0.16455 0.308
H -0.43222 -3.13591 0.59470 0.038
H -0.84660 -2.75727 -2.42904 0.756
H 1.81403 -2.67092 -0.87891 0.311
H 1.57599 -2.83729 -2.63236 0.407
H 1.14862 -4.14982 -1.55656 0.445
H 1.62845 -0.58266 -2.77340 0.544
H -0.84110 0.18084 -4.44089 0.389
H -0.06753 -1.41785 -4.43869 0.393
H 0.80648 -0.01648 -5.02747 0.459
H -0.00933 2.01980 -2.77282 0.307
H 1.63034 1.82165 -3.36129 0.567
H 1.36619 1.62947 -1.65472 0.119
H -1.93961 0.96576 -1.95788 0.258
H -3.23394 -1.81330 -1.97083 0.374
H -2.70371 -0.92137 -3.40835 0.379
H -4.00068 -0.28807 -2.40644 0.477
H -2.89223 -0.88616 0.31923 0.394
H -3.39997 0.77577 0.01277 0.475
H -1.81480 0.42785 0.72266 -0.097

7.
59
Properties=species:S:1:pos:R:3:mulliken_charge:R:1 method="wB97M-V/def2-TZVPD" fmax_ev_per_a=1.2 relative_energy_kcal_mol=25.2 energy_ev=-99384.1665 lumo_energy_ev=4.2 total_charge=-2
Tl 0.95132 1.36531 -0.18421 1.152
S 3.56451 0.72615 -0.25217 -0.330
C 3.78152 -0.34415 -1.63211 -0.012
C 4.78255 -0.02171 -2.56263 -0.631
C 5.07591 -0.82524 -3.64757 -0.463
C 4.37452 -2.00901 -3.84340 -0.636
C 3.38973 -2.35815 -2.93614 -0.319
C 3.07317 -1.54026 -1.85237 0.521
S 1.81691 -2.03876 -0.70045 -0.098
C 0.52143 -2.58879 -1.84727 -0.822
C -0.85340 -2.14128 -1.42681 0.060
C -1.83854 -2.01043 -2.57294 0.232
C -3.25295 -1.95371 -2.08782 -0.988
C -3.50966 -1.67569 -0.81584 -0.636
C -2.42220 -1.50797 0.15175 0.688
C -2.62185 -0.98739 1.36170 -0.023
S -0.38635 3.20515 1.23268 -0.500
C -0.88703 4.20849 -0.10492 0.463
C -2.11035 4.89320 -0.03168 -0.662
C -2.57844 5.66957 -1.07361 -0.388
C -1.84447 5.75164 -2.25544 -0.522
C -0.65628 5.05681 -2.36463 -0.524
C -0.13422 4.31226 -1.29742 0.197
S 1.40736 3.51889 -1.52347 -0.360
N -1.11197 -1.88936 -0.21261 -0.285
H 5.31623 0.90856 -2.41374 0.384
H 5.84819 -0.52495 -4.34671 0.318
H 4.59001 -2.65140 -4.68876 0.357
H 2.85407 -3.29147 -3.06528 0.320
H 0.50705 -3.68086 -1.93481 0.516
H 0.74677 -2.15787 -2.82089 0.624
H -1.69132 -2.86347 -3.24522 0.513
H -4.04084 -2.06796 -2.82296 0.411
H -4.52407 -1.54614 -0.45601 0.327
H -1.78960 -0.82089 2.03174 -0.725
H -3.61022 -0.65690 1.65468 0.252
H -2.69129 4.79404 0.87761 0.335
H -3.52381 6.19278 -0.97617 0.315
H -2.21801 6.32260 -3.09806 0.307
H -0.10393 5.06091 -3.29610 0.350
O -1.54028 -0.88865 -3.41394 -0.525
S -0.98477 0.51833 -2.72281 1.150
O -1.07009 1.41069 -3.84126 -0.706
O -1.86122 0.76882 -1.59705 -0.575
O 0.36997 0.17337 -2.28355 -0.422
N -0.54925 -2.93956 8.98551 -0.584
C -0.37148 -2.49391 7.93860 0.085
C -0.14942 -1.94417 6.63065 0.583
C 1.12980 -1.95297 6.07298 -0.618
C 1.34001 -1.42939 4.81383 -0.530
C 0.28260 -0.87902 4.07405 0.752
C -0.99694 -0.87216 4.65125 -0.324
C -1.21158 -1.39604 5.90910 -0.717
C 0.49548 -0.35065 2.77160 -0.050
C 0.65621 0.09629 1.65219 -1.144
H 1.95135 -2.37931 6.63428 0.411
H 2.32746 -1.43850 4.37282 0.511
H -1.81578 -0.44645 4.08736 0.572
H -2.20257 -1.38926 6.34445 0.412

8.
43
Properties=species:S:1:pos:R:3:mulliken_charge:R:1 method="wB97M-V/def2-TZVPD" fmax_ev_per_a=1.1 relative_energy_kcal_mol=67.5 energy_ev=-105986.8286 lumo_energy_ev=-0.8 total_charge=0
Zn 1.09066 -0.60693 0.60753 -0.137
O 1.30063 1.53596 1.21681 -0.632
S -0.16113 1.89902 0.87671 0.262
O 2.14071 4.27174 0.49017 -0.586
N -0.59844 0.38851 0.45476 0.354
C -1.76276 -0.28445 0.66759 0.401
C -3.04044 0.23938 0.71939 -0.774
C -4.15090 -0.60886 0.85201 -0.719
C -4.01584 -1.96976 0.93274 -0.953
C -2.72836 -2.54698 0.91319 0.903
C -2.48107 -3.93388 1.00216 -0.521
C -1.19507 -4.40162 0.98294 -0.909
C -0.13585 -3.48719 0.89736 0.273
N -0.32528 -2.18898 0.81884 -0.277
C -1.59683 -1.70584 0.79963 0.378
C -0.18170 2.65224 -0.75011 0.386
C 0.34541 2.00575 -1.85820 -0.026
C 0.15665 2.56798 -3.11003 -0.832
C -0.54674 3.75900 -3.24324 -0.409
C -1.06776 4.39630 -2.12665 -0.572
C -0.88708 3.83828 -0.87132 -0.418
H -3.17405 1.30957 0.62429 0.432
H -5.14007 -0.16975 0.87371 0.381
H -4.88851 -2.60516 1.00842 0.386
H -3.31369 -4.62030 1.09517 0.424
H -0.97787 -5.45892 1.03840 0.393
H 0.89194 -3.83166 0.89294 0.352
H 0.88612 1.07212 -1.75409 0.386
H 0.55643 2.07416 -3.98554 0.441
H -0.68718 4.19287 -4.22468 0.384
H -1.61780 5.32126 -2.23533 0.395
H -1.28921 4.31889 0.01244 0.427
N 2.72885 -1.16679 1.85776 -0.378
C 3.59971 -1.92612 0.92895 -0.380
C 3.37242 -1.53760 -0.56003 0.592
O 4.20681 -1.88688 -1.36615 -0.671
O 2.27706 -0.89301 -0.80797 -0.419
H 3.18319 -0.28834 2.09155 0.273
H 2.62057 -1.66678 2.73171 0.276
H 3.35522 -2.98711 0.99612 0.236
H 4.65857 -1.80421 1.14982 0.368
I 3.14835 2.80277 0.20738 0.769
I 5.44431 3.93129 -0.84715 -0.260